1.
# CH2IO3P

A 2-piece molecular cluster, CH2IO3P overall in a non-equilibrium geometry (ωB97M-V/def2-TZVPD, OMol25).

Each line ends with the natural charge from an NBO analysis.
CARTESIAN COORDINATES (ANGSTROEM)
C  -0.545  1.620  -1.323  -0.892
O  -1.109  -2.050  -2.742  -1.140
O  1.295  -1.535  -3.547  -1.145
O  0.880  -2.211  -1.072  -1.132
P  0.357  -1.877  -2.434  2.411
I  -1.052  2.461  0.794  -0.357
H  -1.401  0.991  -1.407  0.118
H  0.340  0.827  -1.474  0.137

Atoms 1-2, force components in eV/Å:
1.8305 -0.0949 -1.4121
1.1784 0.1583 0.2699

Calculated values
- Relative energy (zero: lowest compared OMol25 entry of this formula, charge and spin): 18.24 kcal per mole
- Orbital gap: 0.17521 Ha
- HOMO level: 0.585 eV
- Charge: -2
- Total energy: -904.0903 Eh

=====

2.
# C2H5NO3S

One molecule with the formula C2H5NO3S in a non-equilibrium geometry (ωB97M-V/def2-TZVPD, OMol25).

Each line ends with the natural charge from an NBO analysis.
CARTESIAN COORDINATES (ANGSTROEM)
C  -0.443  -1.222  -0.823  -0.608
C  0.978  -0.739  -0.693  -0.541
N  -0.673  1.926  1.394  0.738
O  -1.205  2.920  1.079  -0.361
O  -0.943  1.129  2.187  -0.367
O  0.450  1.750  0.688  -0.449
S  1.165  -0.045  0.993  0.468
H  -0.681  -1.923  -0.126  0.215
H  -1.219  -0.319  -0.819  0.220
H  -0.463  -1.814  -1.793  0.211
H  1.423  -0.055  -1.325  0.237
H  1.611  -1.609  -0.763  0.238

Atoms 1-2, force components in eV/Å:
-0.8168 2.8908 -4.2560
-1.0726 -0.7814 2.7676

Calculated values
- Relative energy (zero: lowest compared OMol25 entry of this formula, charge and spin): 150.10 kcal per mole
- Orbital gap: 0.32958 Ha
- HOMO level: -9.797 eV
- Charge: 0
- Total energy: -757.6617 Eh

=====

3.
# C5H6Cl2S

One molecule with the formula C5H6Cl2S in a non-equilibrium geometry (ωB97M-V/def2-TZVPD, OMol25).

Each line ends with the natural charge from an NBO analysis.
CARTESIAN COORDINATES (ANGSTROEM)
C  1.178  0.098  0.538  0.019
C  1.400  1.355  0.854  -0.264
C  0.763  -0.397  -0.726  -0.559
C  -0.740  -0.280  -1.094  -0.050
C  -1.789  -0.501  -0.003  -0.686
S  -1.216  -0.153  -2.609  0.078
Cl  1.396  -1.176  1.788  -0.030
Cl  1.690  1.817  2.468  0.027
H  1.479  0.115  -1.496  0.262
H  0.990  -1.415  -0.716  0.261
H  0.948  2.160  0.296  0.236
H  -2.719  0.035  -0.221  0.242
H  -1.438  -0.107  0.945  0.222
H  -1.941  -1.551  -0.022  0.242

Atoms 1-2, force components in eV/Å:
0.7001 -0.5226 2.9373
-1.3442 0.3833 0.8765

Calculated values
- Relative energy (zero: lowest compared OMol25 entry of this formula, charge and spin): 40.38 kcal per mole
- Orbital gap: 0.31530 Ha
- HOMO level: -8.800 eV
- Charge: 0
- Total energy: -1512.6296 Eh

=====

4.
# C4H6Cl2O

A 2-piece molecular cluster, C4H6Cl2O overall in a non-equilibrium geometry (ωB97M-V/def2-TZVPD, OMol25).

Each line ends with the natural charge from an NBO analysis.
CARTESIAN COORDINATES (ANGSTROEM)
C  1.320  0.173  -0.903  0.471
C  4.531  0.011  -0.679  -0.135
C  -0.349  -0.109  0.979  -0.612
C  -0.122  0.051  -0.520  -0.512
O  2.258  0.062  -0.159  -0.523
Cl  4.983  1.350  0.236  0.037
Cl  4.830  -1.431  0.128  0.041
H  1.484  0.349  -1.980  0.117
H  -0.306  0.855  1.478  0.214
H  0.420  -0.751  1.404  0.226
H  -1.317  -0.562  1.171  0.213
H  -0.658  0.918  -0.913  0.230
H  -0.496  -0.822  -1.065  0.233

Atoms 1-2, force components in eV/Å:
-0.0500 0.0702 -0.5415
-0.0861 0.1447 -1.6145

Calculated values
- Relative energy (zero: lowest compared OMol25 entry of this formula, charge and spin): 71.40 kcal per mole
- Orbital gap: 0.31900 Ha
- HOMO level: -8.597 eV
- Charge: 0
- Total energy: -1151.5151 Eh

=====

5.
# C4H6O2

One molecule with the formula C4H6O2 in a non-equilibrium geometry (ωB97M-V/def2-TZVPD, OMol25).

Each line ends with the natural charge from an NBO analysis.
CARTESIAN COORDINATES (ANGSTROEM)
O  2.339  -0.248  1.356  -0.518
C  2.114  0.109  0.221  0.438
C  0.730  -0.008  -0.487  -0.583
C  -0.649  -0.305  0.380  0.066
C  -1.922  0.309  0.005  -0.111
O  -1.720  -1.072  -0.244  -0.502
H  2.933  0.603  -0.382  0.117
H  0.427  -0.976  -0.813  0.282
H  0.717  0.801  -1.256  0.225
H  -0.467  -0.744  1.364  0.218
H  -2.644  0.611  0.763  0.188
H  -1.928  0.897  -0.915  0.181

Atoms 1-2, force components in eV/Å:
-0.1947 0.1929 -0.9156
-0.9800 -0.4160 0.5587

Calculated values
- Relative energy (zero: lowest compared OMol25 entry of this formula, charge and spin): 75.42 kcal per mole
- Orbital gap: 0.40562 Ha
- HOMO level: -10.116 eV
- Charge: 0
- Total energy: -306.3861 Eh

=====

Question: The lowest charge belongs to which entry?
Answer: CH2IO3P

=====

Question: Look up the total energy of the fourth one.
Answer: -1151.5151 Eh

=====

Question: Look up the HOMO level of the third one.
Answer: -8.800 eV